{"formula": "C42H42MoO2P2", "method": "ωB97M-V/def2-TZVPD", "e_lumo_ev": [-7.39, -7.17], "charge": 2, "spin_multiplicity": 3, "homo_energy_ev": [-13.630, -13.635], "homo_lumo_gap_ev": [6.2, 6.5], "elements": ["Mo", "C", "C", "C", "C", "C", "C", "C", "C", "C", "H", "H", "H", "H", "H", "H", "H", "H", "H", "H", "H", "H", "H", "H", "H", "P", "P", "C", "C", "C", "C", "C", "C", "C", "C", "C", "C", "C", "C", "C", "C", "C", "C", "C", "C", "C", "C", "C", "C", "C", "C", "C", "C", "H", "H", "H", "H", "H", "H", "H", "H", "H", "H", "H", "H", "H", "H", "H", "H", "H", "H", "H", "H", "H", "H", "O", "C", "O", "C", "C", "C", "C", "C", "C", "H", "H", "H", "H", "H"], "positions_angstrom": [[-0.24, -1.35, 0.61], [2.07, 1.72, -2.95], [1.97, 2.55, -1.90], [1.56, 3.98, -1.99], [0.32, 4.33, -2.88], [-0.71, 3.27, -3.16], [-0.62, 2.28, -4.06], [0.53, 2.01, -4.98], [1.93, 2.20, -4.37], [-2.27, -2.06, 1.34], [2.30, 0.66, -2.84], [2.33, 2.23, -0.92], [2.40, 4.59, -2.37], [1.37, 4.36, -0.98], [-0.20, 5.16, -2.37], [0.70, 4.74, -3.83], [-1.67, 3.46, -2.67], [-1.51, 1.70, -4.30], [0.46, 2.65, -5.88], [0.43, 0.98, -5.34], [2.64, 1.64, -4.99], [2.20, 3.26, -4.45], [-2.08, -3.15, 1.38], [-3.25, -1.88, 0.88], [-2.26, -1.66, 2.37], [1.15, 0.59, 0.85], [-2.02, 0.00, -0.32], [0.08, 1.80, 0.11], [-1.08, 1.49, -0.56], [2.03, 1.41, 2.17], [2.42, 2.76, 2.08], [3.05, 3.38, 3.16], [3.27, 2.66, 4.34], [2.90, 1.31, 4.44], [2.31, 0.68, 3.35], [2.42, -0.18, -0.26], [1.97, -1.14, -1.19], [2.91, -1.83, -1.96], [4.28, -1.64, -1.74], [4.72, -0.73, -0.77], [3.79, 0.01, -0.04], [-3.61, 0.60, 0.33], [-3.60, 1.17, 1.62], [-4.80, 1.61, 2.19], [-6.00, 1.47, 1.49], [-6.00, 0.93, 0.20], [-4.82, 0.48, -0.38], [-2.35, -0.96, -1.85], [-2.42, -2.36, -1.86], [-2.59, -3.03, -3.08], [-2.68, -2.30, -4.27], [-2.66, -0.90, -4.25], [-2.52, -0.23, -3.04], [0.32, 2.84, 0.34], [-1.62, 2.28, -1.08], [2.26, 3.31, 1.15], [3.36, 4.43, 3.08], [3.74, 3.15, 5.20], [3.09, 0.74, 5.36], [2.04, -0.37, 3.39], [0.86, -1.34, -1.29], [2.58, -2.53, -2.73], [5.00, -2.23, -2.31], [5.78, -0.59, -0.60], [4.14, 0.74, 0.69], [-2.66, 1.26, 2.17], [-4.78, 2.05, 3.19], [-6.93, 1.78, 1.96], [-6.93, 0.85, -0.35], [-4.82, 0.02, -1.37], [-2.36, -2.92, -0.93], [-2.67, -4.12, -3.09], [-2.78, -2.82, -5.22], [-2.77, -0.33, -5.18], [-2.55, 0.86, -2.97], [0.44, -3.45, 1.28], [0.48, -2.97, 2.47], [0.32, -1.70, 2.68], [0.64, -3.87, 3.65], [0.61, -3.36, 4.95], [0.67, -4.23, 6.04], [0.79, -5.61, 5.83], [0.82, -6.12, 4.52], [0.75, -5.25, 3.43], [0.52, -2.28, 5.11], [0.62, -3.84, 7.07], [0.84, -6.28, 6.67], [0.89, -7.20, 4.36], [0.78, -5.63, 2.41]]}

{"formula": "C7H11ClO2S", "method": "ωB97M-V/def2-TZVPD", "e_lumo_ev": 0.55, "charge": 0, "spin_multiplicity": 1, "smiles": "C[C@@]12CS(=O)(=O)C[C@]1(C)[C@@H]2Cl", "homo_energy_ev": -9.943, "de_lowest_ev": 2.694, "homo_lumo_gap_ev": 10.5, "elements": ["C", "C", "C", "C", "C", "C", "C", "O", "O", "S", "Cl", "H", "H", "H", "H", "H", "H", "H", "H", "H", "H", "H"], "positions_angstrom": [[-1.23, -1.26, 0.25], [1.34, -0.66, 1.14], [0.71, -0.49, -1.50], [-0.59, -0.19, -0.61], [0.79, 0.21, -0.18], [-1.52, 0.90, -1.15], [1.01, 1.76, -0.13], [-0.84, 0.00, 2.65], [-0.17, -2.28, 2.65], [-0.25, -1.06, 1.84], [1.49, -2.05, -1.53], [-2.31, -1.14, 0.48], [-1.01, -2.21, -0.06], [1.98, -1.55, 0.88], [1.74, -0.08, 1.95], [0.77, 0.12, -2.43], [-1.03, 1.41, -1.97], [-1.54, 1.64, -0.28], [-2.47, 0.61, -1.54], [0.61, 2.12, -1.14], [2.03, 1.94, -0.05], [0.49, 2.27, 0.74]]}

{"formula": "C26H34OPdSSi2Te", "method": "ωB97M-V/def2-TZVPD", "e_lumo_ev": 4.34, "charge": -2, "spin_multiplicity": 1, "homo_energy_ev": 0.922, "de_lowest_ev": 0.000, "homo_lumo_gap_ev": 3.4, "elements": ["Pd", "C", "Si", "C", "C", "C", "C", "C", "C", "C", "Si", "C", "C", "H", "H", "H", "H", "H", "H", "H", "H", "H", "H", "H", "H", "H", "H", "H", "H", "O", "S", "C", "C", "C", "C", "H", "H", "H", "H", "H", "H", "H", "H", "Te", "C", "C", "C", "C", "C", "C", "C", "C", "C", "C", "C", "C", "H", "H", "H", "H", "H", "H", "H", "H", "H", "H"], "positions_angstrom": [[0.45, 0.27, 0.17], [-1.25, -2.97, 0.94], [-0.80, -1.64, -0.39], [-2.48, -1.61, -1.36], [0.30, -2.71, -1.58], [-0.19, -3.82, -2.28], [0.62, -4.56, -3.13], [1.95, -4.20, -3.29], [2.45, -3.10, -2.60], [1.65, -2.34, -1.74], [2.30, -0.78, -0.81], [3.79, -1.52, 0.14], [3.25, 0.14, -2.22], [-1.67, -3.87, 0.47], [-1.98, -2.58, 1.65], [-0.36, -3.26, 1.49], [-2.91, -2.61, -1.51], [-2.34, -1.16, -2.35], [-3.22, -1.01, -0.82], [-1.23, -4.11, -2.17], [0.22, -5.41, -3.68], [2.60, -4.77, -3.96], [3.50, -2.83, -2.73], [4.43, -2.11, -0.54], [3.46, -2.17, 0.95], [4.40, -0.73, 0.58], [4.22, -0.32, -2.44], [3.41, 1.19, -1.96], [2.66, 0.12, -3.15], [0.59, 3.60, -0.94], [-0.04, 2.23, -1.03], [-1.78, 2.64, -1.41], [-1.75, 3.41, -2.73], [-0.60, 2.83, -3.59], [0.13, 1.77, -2.77], [-2.17, 3.20, -0.56], [-2.30, 1.68, -1.48], [-1.56, 4.46, -2.52], [-2.71, 3.34, -3.24], [0.09, 3.63, -3.85], [-0.98, 2.40, -4.52], [1.19, 1.69, -2.97], [-0.31, 0.77, -2.85], [1.11, 1.21, 2.55], [2.14, -0.48, 3.36], [1.49, -1.71, 3.44], [2.15, -2.83, 3.92], [3.48, -2.74, 4.31], [4.15, -1.52, 4.21], [3.47, -0.40, 3.75], [-0.46, 0.84, 4.06], [-1.73, 0.56, 3.60], [-2.78, 0.33, 4.49], [-2.55, 0.39, 5.86], [-1.27, 0.68, 6.33], [-0.23, 0.90, 5.43], [0.46, -1.79, 3.09], [1.63, -3.78, 3.97], [4.01, -3.62, 4.66], [5.19, -1.45, 4.50], [3.99, 0.55, 3.68], [-1.89, 0.51, 2.52], [-3.77, 0.09, 4.12], [-3.36, 0.22, 6.56], [-1.09, 0.74, 7.40], [0.76, 1.12, 5.81]]}

{"formula": "C4H5NO", "method": "ωB97M-V/def2-TZVPD", "e_lumo_ev": 0.14, "charge": 0, "spin_multiplicity": 1, "smiles": "[H]/N=C(/C)C#CO", "homo_energy_ev": -9.351, "de_lowest_ev": 4.296, "homo_lumo_gap_ev": 9.5, "elements": ["C", "C", "O", "N", "C", "C", "H", "H", "H", "H", "H"], "positions_angstrom": [[-1.17, -1.03, -0.22], [0.08, -0.61, 0.77], [0.73, 2.50, -1.26], [0.71, -1.48, 1.41], [0.65, 1.73, -0.19], [0.24, 0.59, 0.15], [1.58, 2.95, -1.27], [1.59, -1.15, 1.81], [-1.28, -2.10, -0.06], [-1.07, -0.87, -1.30], [-2.06, -0.54, 0.17]]}

{"formula": "C23H19Cl2N4O5S3SeY", "method": "ωB97M-V/def2-TZVPD", "e_lumo_ev": 4.10, "charge": -2, "spin_multiplicity": 1, "homo_energy_ev": -2.516, "de_lowest_ev": 0.540, "homo_lumo_gap_ev": 6.6, "elements": ["Y", "O", "C", "O", "C", "C", "C", "C", "C", "O", "C", "C", "O", "O", "H", "H", "H", "H", "H", "H", "H", "H", "C", "S", "C", "S", "N", "N", "C", "C", "C", "C", "C", "C", "N", "H", "H", "H", "H", "H", "H", "H", "H", "Cl", "C", "C", "C", "C", "C", "Cl", "C", "S", "H", "H", "H", "Se", "C", "N"], "positions_angstrom": [[-0.44, 1.13, -0.02], [2.35, 3.56, -1.39], [2.06, 2.38, -1.45], [0.87, 1.89, -1.62], [3.19, 1.35, -1.36], [2.88, 0.06, -2.14], [4.18, -0.75, -2.34], [4.38, -1.36, -0.93], [3.19, -0.73, -0.17], [2.18, -0.73, -1.18], [3.48, 0.77, 0.06], [2.70, 1.31, 1.27], [3.33, 1.64, 2.26], [1.41, 1.29, 1.17], [4.08, 1.84, -1.75], [2.26, 0.19, -3.02], [5.01, -0.11, -2.65], [4.05, -1.52, -3.10], [5.34, -1.12, -0.48], [4.26, -2.44, -0.95], [2.84, -1.27, 0.70], [4.53, 0.92, 0.31], [-0.50, 6.75, 1.87], [-1.58, 5.63, 2.78], [-1.34, 4.08, 1.94], [-0.36, 3.98, 0.58], [-2.03, 3.15, 2.57], [-2.02, 1.94, 1.96], [-2.59, 1.01, 2.64], [-2.94, -0.26, 2.02], [-3.48, -1.30, 2.78], [-3.91, -2.45, 2.14], [-3.86, -2.50, 0.76], [-3.30, -1.42, 0.08], [-2.82, -0.35, 0.69], [-0.56, 7.71, 2.38], [-0.83, 6.86, 0.84], [0.52, 6.38, 1.88], [-2.96, 1.22, 3.64], [-3.53, -1.20, 3.86], [-4.31, -3.28, 2.71], [-4.21, -3.36, 0.21], [-3.23, -1.42, -1.00], [-0.85, -1.01, -2.08], [-0.80, -2.62, -1.40], [-1.18, -3.64, -2.26], [-1.22, -4.95, -1.82], [-0.88, -5.22, -0.50], [-0.51, -4.19, 0.34], [-0.14, -4.62, 1.99], [-0.44, -2.83, -0.05], [0.05, -1.60, 1.05], [-1.44, -3.38, -3.28], [-1.51, -5.75, -2.49], [-0.91, -6.23, -0.11], [-3.47, 2.57, -4.06], [-2.72, 2.15, -2.48], [-2.26, 1.85, -1.45]]}

Number 1: electronic energy -68745.7448 eV. Number 2: electronic energy -34887.7130 eV. Number 3: electronic energy -66924.8961 eV. Number 4: electronic energy -7762.2306 eV. Number 5: electronic energy -164305.8024 eV.